Entry 1:
# C25H24F3MnN5

A structure of composition C25H24F3MnN5 (wB97M-V/def2-TZVPD, the Open Molecules 2025 dataset).

Each line ends with the Mulliken spin population.
Atoms and positions in Å:
Mn  0.0186  -0.0919  0.3321  3.597
C  1.3924  0.4387  2.9460  -0.010
C  2.4886  1.0512  2.1036  0.042
C  2.9025  0.1474  0.9806  -0.019
C  4.2358  -0.0130  0.6567  0.000
C  4.6238  -0.9279  -0.3109  0.012
C  3.6431  -1.7040  -0.9342  -0.006
C  2.3328  -1.4925  -0.6139  0.021
N  1.9459  -0.5598  0.3064  -0.095
N  0.0273  0.4969  2.3228  -0.169
C  -0.5131  1.8948  2.3106  0.010
C  -1.6949  1.9124  1.4008  0.026
C  -2.7650  2.7631  1.5235  -0.007
C  -3.7827  2.7094  0.5687  0.010
C  -3.6959  1.7954  -0.4784  0.002
C  -2.6056  0.9617  -0.5520  0.018
N  -1.6094  1.0312  0.3699  -0.122
C  -0.9177  -0.4005  3.0771  0.023
C  -1.1109  -1.6958  2.3686  0.000
C  -1.6196  -2.8346  2.9588  -0.006
C  -1.8523  -3.9667  2.1859  0.021
C  -1.5796  -3.9432  0.8200  -0.017
C  -1.0685  -2.7925  0.2613  0.031
N  -0.8412  -1.7221  1.0454  -0.290
H  1.3082  0.9552  3.9066  -0.018
H  1.6063  -0.6108  3.1508  -0.004
H  3.3494  1.1932  2.7581  0.001
H  2.2517  2.0568  1.7433  -0.003
H  4.9765  0.5626  1.1983  -0.001
H  5.6710  -1.0603  -0.5556  -0.001
H  3.9008  -2.4648  -1.6594  0.000
H  1.5538  -2.0849  -1.0689  -0.004
H  0.2622  2.5801  1.9672  -0.009
H  -0.7686  2.1830  3.3333  -0.005
H  -2.8117  3.4636  2.3490  -0.001
H  -4.6399  3.3673  0.6524  -0.001
H  -4.4724  1.7217  -1.2293  0.000
H  -2.5107  0.2204  -1.3316  0.001
H  -1.8835  0.1000  3.1724  -0.002
H  -0.5210  -0.5485  4.0823  -0.002
H  -1.8258  -2.8276  4.0238  -0.002
H  -2.2500  -4.8646  2.6454  -0.003
H  -1.7651  -4.7968  0.1796  -0.002
H  -0.8626  -2.7200  -0.7936  -0.017
F  -1.0504  1.1291  -6.2978  0.001
C  0.1612  1.3188  -5.7820  0.002
F  1.0460  0.5593  -6.4194  0.000
F  0.4992  2.5962  -5.8919  0.000
C  0.1275  0.8988  -4.3137  0.007
C  -0.1628  -0.4236  -3.9841  -0.002
C  -0.2038  -0.7947  -2.6621  0.027
N  0.0115  0.0998  -1.6659  -0.031
C  0.3034  1.3829  -1.9952  0.018
C  0.3797  1.8112  -3.2999  -0.009
H  -0.3485  -1.1617  -4.7558  0.001
H  -0.3897  -1.8242  -2.3991  -0.009
H  0.4799  2.0823  -1.1836  -0.003
H  0.6236  2.8424  -3.5228  0.000

Expectation value of S²: 4.02
2S+1: 4
Kohn-Sham gap (spin up / spin down): 4.95 / 7.12 eV
Net charge: +4

***

Entry 2:
# C31H26CoF5N2O2P

A structure of composition C31H26CoF5N2O2P at a distorted geometry (wB97M-V/def2-TZVPD, the Open Molecules 2025 dataset).

Each line ends with the Mulliken spin population.
Atoms and positions in Å:
Co  0.1882  0.1291  -0.8465  2.581
O  0.5651  1.8018  0.4143  0.206
C  0.9948  0.8564  1.0163  0.340
C  1.5240  0.0810  2.0416  0.028
C  2.1056  0.6965  3.1801  0.212
C  2.6390  -0.1191  4.1522  -0.071
C  2.5879  -1.5132  4.0481  0.184
C  2.0026  -2.1022  2.9333  -0.106
C  1.4804  -1.3206  1.9184  0.173
P  0.6770  -1.8987  0.4166  0.085
C  -0.8316  -2.7485  0.9060  0.017
C  -1.5714  -2.2745  1.9886  0.005
C  -2.7595  -2.8942  2.3373  -0.004
C  -3.2161  -3.9841  1.6056  0.007
C  -2.4870  -4.4528  0.5233  -0.002
C  -1.2943  -3.8372  0.1703  0.012
C  1.7340  -3.1261  -0.3667  -0.003
C  1.8991  -4.3784  0.2353  -0.004
C  2.7562  -5.3103  -0.3236  0.001
C  3.4540  -5.0053  -1.4876  0.000
C  3.2869  -3.7729  -2.0965  0.001
C  2.4253  -2.8401  -1.5329  0.015
H  2.1279  1.7729  3.2748  0.011
H  3.0895  0.3348  5.0254  -0.001
H  2.9950  -2.1323  4.8346  0.008
H  1.9560  -3.1810  2.8661  0.008
H  -1.2278  -1.4252  2.5671  -0.003
H  -3.3311  -2.5252  3.1784  0.000
H  -4.1437  -4.4679  1.8822  0.000
H  -2.8437  -5.2978  -0.0500  0.000
H  -0.7357  -4.2028  -0.6822  0.002
H  1.3345  -4.6413  1.1211  0.001
H  2.8750  -6.2794  0.1424  0.000
H  4.1217  -5.7374  -1.9228  0.000
H  3.8183  -3.5370  -3.0092  0.000
H  2.2956  -1.8847  -2.0103  0.012
F  -6.4476  1.7699  -0.3179  0.001
C  -5.2214  1.3692  -0.6367  0.016
C  -4.8353  1.2912  -1.9637  -0.007
F  -5.6924  1.6125  -2.9258  0.000
C  -3.5551  0.8738  -2.2897  0.011
F  -3.1992  0.8104  -3.5763  0.001
C  -2.6473  0.5188  -1.3069  -0.024
O  -1.4186  0.0923  -1.6450  0.196
C  -3.0474  0.6182  0.0127  0.027
F  -2.1683  0.3295  0.9944  0.012
C  -4.3196  1.0333  0.3580  -0.008
F  -4.6703  1.1150  1.6380  -0.001
C  2.6731  0.9966  -2.1610  0.054
C  3.3805  1.5082  -3.4354  0.008
N  2.4165  2.0379  -4.3996  -0.001
C  1.5540  0.9519  -4.8699  0.005
C  0.9448  0.1792  -3.6858  0.025
N  1.1970  0.9275  -2.4001  -0.017
C  0.7029  2.3334  -2.6368  0.020
C  1.5655  3.0144  -3.7180  0.003
H  2.8233  1.6630  -1.3104  -0.018
H  3.0228  0.0055  -1.8698  -0.008
H  3.9373  0.7034  -3.9170  -0.001
H  4.0906  2.2958  -3.1850  0.001
H  2.1352  0.2832  -5.5048  -0.001
H  0.7730  1.3951  -5.4879  0.001
H  1.4089  -0.7980  -3.5940  0.006
H  -0.1311  0.0384  -3.7635  -0.013
H  0.7491  2.8708  -1.6934  -0.002
H  -0.3417  2.2404  -2.9315  0.000
H  2.2134  3.7735  -3.2783  0.001
H  0.9356  3.5082  -4.4571  -0.001

Expectation value of S²: 6.05
2S+1: 5
Kohn-Sham gap (spin up / spin down): 6.19 / 7.21 eV
Net charge: +1

***

Entry 3:
# C12H30N2NaO4

A structure of composition C12H30N2NaO4 at a distorted geometry (wB97M-V/def2-TZVPD, the Open Molecules 2025 dataset).

Each line ends with the Löwdin charge.
Atoms and positions in Å:
Na  -1.0782  -0.2755  -1.4259  0.428
C  1.1730  1.2265  -3.7298  -0.040
O  0.5886  0.1199  -3.0061  -0.209
C  1.5879  -0.8017  -2.5740  -0.163
C  0.8178  -1.9627  -1.7775  -0.103
N  0.1271  -1.4533  -0.6062  -0.242
C  -0.4872  -2.5685  0.1306  -0.112
C  -1.1410  -2.0149  1.4094  -0.168
O  -2.1629  -1.1104  1.0491  -0.203
C  -2.9326  -0.8503  2.2213  -0.075
H  2.0603  1.6756  -3.2835  0.098
H  0.3312  1.9127  -3.8219  0.097
H  1.4407  0.8523  -4.7179  0.096
H  2.4100  -0.3320  -2.0340  0.085
H  2.0421  -1.3235  -3.4163  0.133
H  1.6624  -2.5730  -1.4578  0.102
H  0.1397  -2.5049  -2.4365  0.140
H  0.7330  -0.9760  0.0459  -0.037
H  0.2746  -3.3316  0.2899  0.125
H  -1.1858  -3.0212  -0.5730  0.133
H  -0.3640  -1.4721  1.9477  0.139
H  -1.5777  -2.8417  1.9696  0.136
H  -2.3632  -0.2465  2.9279  0.084
H  -3.2306  -1.7915  2.6833  0.101
H  -3.8334  -0.2791  1.9971  0.108
C  2.9258  -2.0656  0.6905  -0.016
O  1.8340  -1.1370  0.6725  -0.242
C  2.0763  0.1834  0.1904  -0.122
C  0.8330  1.0618  0.4465  -0.077
N  -0.4053  0.5188  -0.1629  -0.208
C  -1.4917  1.4809  0.0476  -0.122
C  -1.7639  1.8238  1.5593  -0.162
O  -0.9659  2.9626  1.9798  -0.187
C  -1.4720  4.2211  1.4626  -0.086
H  3.8068  -1.6732  1.1985  0.101
H  3.2302  -2.3487  -0.3171  0.091
H  2.5721  -2.9270  1.2571  0.107
H  2.4046  0.0864  -0.8445  0.082
H  2.8527  0.4894  0.8916  0.145
H  1.0615  2.0730  0.1098  0.144
H  0.6897  1.1698  1.5216  0.124
H  -0.6010  -0.3292  0.3496  0.052
H  -2.3696  0.9935  -0.3766  0.121
H  -1.3316  2.4003  -0.5154  0.126
H  -1.5286  0.9801  2.2081  0.087
H  -2.8226  2.0614  1.6630  0.124
H  -2.3664  4.5681  1.9800  0.092
H  -1.5061  4.4354  0.3945  0.082
H  -0.6937  4.9140  1.7824  0.090

Kohn-Sham gap: 8.75 eV
Net charge: +1
Energy relative to the best compared isomer or geometry (same formula, charge and spin): 234.01 kcal per mole

***

Entry 4:
# C24H49O30S8

A cluster of 8 separate species, C24H49O30S8 in total at a distorted geometry (wB97M-V/def2-TZVPD, the Open Molecules 2025 dataset).

Each line ends with the Löwdin charge.
Atoms and positions in Å:
C  0.5255  4.7587  2.5132  -0.073
C  0.0135  5.3371  1.2327  -0.240
C  -0.5057  4.3453  0.2331  -0.357
S  0.2476  4.4729  -1.3674  1.220
C  1.9874  4.1684  -1.0675  -0.354
C  2.3984  2.8648  -1.6559  -0.219
C  2.0692  1.5617  -0.9548  -0.146
C  1.8711  1.5460  0.5210  -0.160
C  3.0971  1.5235  1.3260  -0.141
O  3.9189  2.6668  1.1297  0.050
C  3.6797  3.7069  1.8779  -0.597
C  4.7010  4.7167  1.7013  0.060
O  2.7173  3.7721  2.5655  0.072
H  0.7291  3.7257  2.4344  0.056
H  -0.1776  4.8755  3.2687  0.076
H  1.4170  5.2294  2.8050  0.065
H  -0.7890  5.9767  1.4493  0.110
H  0.7663  5.9337  0.7956  0.091
H  -0.3982  3.3433  0.5276  0.085
H  -1.5087  4.5016  0.0244  0.026
H  0.2576  5.7802  -1.5040  0.030
H  2.4849  4.9529  -1.5575  0.094
H  2.1670  4.2827  -0.0338  0.065
H  3.4260  2.9461  -1.8349  0.111
H  1.9512  2.8254  -2.6089  0.097
H  1.2334  1.1190  -1.4154  0.110
H  2.8726  0.9124  -1.1513  0.116
H  1.2629  2.3347  0.8669  0.078
H  1.3580  0.6596  0.7652  0.107
H  2.8156  1.3981  2.3353  0.107
H  3.6921  0.7042  1.0508  0.133
H  5.6637  4.3173  1.8538  0.097
H  4.5008  5.4906  2.3721  0.089
H  4.6555  5.0919  0.7212  0.087
C  -5.8981  3.3920  -2.4228  -0.115
C  -5.1128  2.3335  -1.6856  -0.124
O  -3.7651  2.8747  -1.6621  -0.190
S  -3.8291  4.4499  -1.5386  0.545
O  -3.6460  4.8306  -0.1833  -0.228
O  -2.9580  4.9945  -2.5158  -0.234
O  -5.3316  4.6407  -1.9228  -0.165
H  -5.7494  3.3341  -3.4929  0.097
H  -6.9561  3.3693  -2.1928  0.144
H  -5.1055  1.3811  -2.2005  0.137
H  -5.4504  2.2018  -0.6581  0.137
C  0.9003  -1.7916  2.3791  -0.154
C  0.1548  -2.9663  2.9635  -0.135
O  -1.0022  -3.0963  2.0969  -0.180
S  -0.6339  -2.6836  0.6225  0.558
O  -0.3374  -3.8309  -0.1533  -0.227
O  -1.5871  -1.7492  0.1533  -0.216
O  0.7415  -1.9587  0.9424  -0.199
H  0.4560  -0.8402  2.6688  0.121
H  1.9530  -1.8109  2.6319  0.116
H  -0.1682  -2.7957  3.9807  0.122
H  0.7616  -3.8701  2.9045  0.139
C  -4.2944  -2.4999  4.6289  -0.134
C  -4.7188  -1.3762  5.5487  -0.138
O  -3.5623  -0.5117  5.5678  -0.176
S  -2.8484  -0.5263  4.1587  0.568
O  -3.2534  0.5810  3.3795  -0.211
O  -1.4680  -0.7672  4.3710  -0.222
O  -3.5541  -1.8213  3.5909  -0.187
H  -3.6357  -3.2106  5.1272  0.137
H  -5.1289  -3.0218  4.1772  0.137
H  -4.9232  -1.7040  6.5603  0.138
H  -5.5713  -0.8235  5.1549  0.136
C  -2.9523  1.0526  -6.4707  -0.150
C  -3.8043  0.3040  -7.4724  -0.143
O  -5.1484  0.6087  -7.0514  -0.179
S  -5.2234  2.0881  -6.4916  0.582
O  -5.6693  2.9833  -7.4813  -0.190
O  -5.8777  2.0445  -5.2331  -0.232
O  -3.6610  2.2917  -6.2807  -0.185
H  -2.8917  0.5278  -5.5164  0.132
H  -1.9572  1.2730  -6.8376  0.135
H  -3.6638  -0.7694  -7.4358  0.135
H  -3.6562  0.6648  -8.4896  0.138
C  4.6577  0.2736  6.1739  -0.135
C  3.7942  1.1125  5.2613  -0.143
O  2.9599  0.1340  4.6002  -0.216
S  2.6391  -1.0778  5.5876  0.568
O  1.3689  -0.9128  6.1768  -0.196
O  2.9567  -2.2651  4.8851  -0.217
O  3.7587  -0.7457  6.6543  -0.173
H  5.4735  -0.2066  5.6344  0.138
H  5.0467  0.8257  7.0204  0.139
H  4.3664  1.6516  4.5148  0.129
H  3.1571  1.8033  5.8122  0.140
C  2.0772  -5.9707  0.2202  -0.163
C  2.4408  -5.9714  -1.2413  -0.165
O  3.6286  -6.7843  -1.2919  -0.176
S  3.5550  -7.9358  -0.1977  0.579
O  3.0982  -9.1393  -0.7777  -0.211
O  4.7490  -7.9070  0.5549  -0.214
O  2.3569  -7.3138  0.6515  -0.184
H  2.7003  -5.2806  0.7943  0.135
H  1.0314  -5.7459  0.3780  0.107
H  2.6573  -4.9867  -1.6256  0.117
H  1.6641  -6.4388  -1.8444  0.125
C  -0.4870  -5.4465  -4.4126  -0.145
C  -0.3455  -4.7215  -5.7329  -0.153
O  1.0123  -4.2431  -5.7113  -0.188
S  1.9489  -5.2959  -4.9657  0.581
O  2.5828  -6.1357  -5.9004  -0.190
O  2.6912  -4.5901  -3.9933  -0.217
O  0.7772  -6.1133  -4.2642  -0.196
H  -0.6281  -4.7574  -3.5783  0.133
H  -1.2746  -6.1906  -4.4157  0.137
H  -1.0118  -3.8716  -5.8222  0.129
H  -0.4768  -5.3906  -6.5833  0.136

Kohn-Sham gap: 9.46 eV
Net charge: +1
Energy relative to the best compared isomer or geometry (same formula, charge and spin): 8.96 kcal per mole

***

What is the formula in the first record?
C25H24F3MnN5

***

Look up the net charge of the second one.
+1

***

What did the third record say?
# C12H30N2NaO4

A structure of composition C12H30N2NaO4 at a distorted geometry (wB97M-V/def2-TZVPD, the Open Molecules 2025 dataset).

Each line ends with the Löwdin charge.
Atoms and positions in Å:
Na  -1.0782  -0.2755  -1.4259  0.428
C  1.1730  1.2265  -3.7298  -0.040
O  0.5886  0.1199  -3.0061  -0.209
C  1.5879  -0.8017  -2.5740  -0.163
C  0.8178  -1.9627  -1.7775  -0.103
N  0.1271  -1.4533  -0.6062  -0.242
C  -0.4872  -2.5685  0.1306  -0.112
C  -1.1410  -2.0149  1.4094  -0.168
O  -2.1629  -1.1104  1.0491  -0.203
C  -2.9326  -0.8503  2.2213  -0.075
H  2.0603  1.6756  -3.2835  0.098
H  0.3312  1.9127  -3.8219  0.097
H  1.4407  0.8523  -4.7179  0.096
H  2.4100  -0.3320  -2.0340  0.085
H  2.0421  -1.3235  -3.4163  0.133
H  1.6624  -2.5730  -1.4578  0.102
H  0.1397  -2.5049  -2.4365  0.140
H  0.7330  -0.9760  0.0459  -0.037
H  0.2746  -3.3316  0.2899  0.125
H  -1.1858  -3.0212  -0.5730  0.133
H  -0.3640  -1.4721  1.9477  0.139
H  -1.5777  -2.8417  1.9696  0.136
H  -2.3632  -0.2465  2.9279  0.084
H  -3.2306  -1.7915  2.6833  0.101
H  -3.8334  -0.2791  1.9971  0.108
C  2.9258  -2.0656  0.6905  -0.016
O  1.8340  -1.1370  0.6725  -0.242
C  2.0763  0.1834  0.1904  -0.122
C  0.8330  1.0618  0.4465  -0.077
N  -0.4053  0.5188  -0.1629  -0.208
C  -1.4917  1.4809  0.0476  -0.122
C  -1.7639  1.8238  1.5593  -0.162
O  -0.9659  2.9626  1.9798  -0.187
C  -1.4720  4.2211  1.4626  -0.086
H  3.8068  -1.6732  1.1985  0.101
H  3.2302  -2.3487  -0.3171  0.091
H  2.5721  -2.9270  1.2571  0.107
H  2.4046  0.0864  -0.8445  0.082
H  2.8527  0.4894  0.8916  0.145
H  1.0615  2.0730  0.1098  0.144
H  0.6897  1.1698  1.5216  0.124
H  -0.6010  -0.3292  0.3496  0.052
H  -2.3696  0.9935  -0.3766  0.121
H  -1.3316  2.4003  -0.5154  0.126
H  -1.5286  0.9801  2.2081  0.087
H  -2.8226  2.0614  1.6630  0.124
H  -2.3664  4.5681  1.9800  0.092
H  -1.5061  4.4354  0.3945  0.082
H  -0.6937  4.9140  1.7824  0.090

Kohn-Sham gap: 8.75 eV
Net charge: +1
Energy relative to the best compared isomer or geometry (same formula, charge and spin): 234.01 kcal per mole